[1]
Density functional theory data (ωB97M-V with the def2-TZVPD basis set) for a molecular structure, C3LiO6Sc at a distorted geometry.

Geometry as XYZ:
```
11
Properties=species:S:1:pos:R:3
C 0.59 -1.78 -0.48
Li 0.43 -3.84 0.51
O 0.34 2.19 2.22
O -0.85 0.31 -1.83
Sc -2.09 0.30 -0.08
O -0.40 -1.98 0.30
O 0.32 3.59 0.43
O -0.06 0.99 0.00
C 0.21 0.33 -1.14
O 1.16 -2.72 -1.03
C 0.37 2.60 1.09
```

## Properties
Orbital gap (spin up / spin down)   6.56 / 7.86 eV
<S²>   0.781
Total charge   +1
Spin multiplicity   2
E_tot   -36292.3277 eV
LUMO level (spin up / spin down)   -5.734 / -5.727 eV

***

[2]
Density functional theory data (ωB97M-V with the def2-TZVPD basis set) for C3N2O in the gas phase at a distorted geometry.

Geometry as XYZ:
```
6
Properties=species:S:1:pos:R:3
C -0.55 -0.60 0.86
N 0.30 1.13 -0.52
C -0.31 1.42 -1.51
N -1.42 -0.94 1.55
O 1.46 -0.84 -0.35
C 0.53 -0.17 -0.03
```

## Properties
Orbital gap   11.39 eV
E_tot   -8135.6639 eV
LUMO level   -1.196 eV

***

[3]
Density functional theory data (ωB97M-V with the def2-TZVPD basis set) for C3N2O3 in the gas phase at a distorted geometry.

Geometry as XYZ:
```
8
Properties=species:S:1:pos:R:3
O 0.90 0.11 -0.02
C -0.64 1.92 -0.36
C 0.68 -1.31 0.07
O -0.57 -1.41 0.49
C -0.36 0.57 0.01
N -0.51 3.17 -0.41
O 1.51 -2.18 -0.13
N -1.31 -0.21 0.26
```

## Properties
Orbital gap   10.59 eV
E_tot   -12230.2906 eV
LUMO level   -1.076 eV
SMILES string   N#Cc1noc(=O)o1